# 1
DFT (ωB97M-V/def2-TZVPD) results for a 4-piece molecular cluster, C3H11NO3 overall.

- orbital gap (alpha / beta) (eV) = 8.2 / 6.0
- net charge = +1
- energy above the lowest of the compared OMol25 structures with the same formula, charge and spin (kcal per mole) = 42.3
- HOMO level (alpha / beta) (hartree) = -0.534 / -0.534
- 2S+1 = 2

Geometry as XYZ:
```
18
Properties=species:S:1:pos:R:3:forces:R:3:lowdin_spin:R:1
H -0.75766 -1.50585 1.90177 -0.094 -0.544 0.247 0.007
N -1.86922 -0.02791 1.00625 0.657 -1.030 0.191 0.169
C -2.10824 -0.67467 -0.12978 -0.547 0.477 -0.539 0.201
H 1.89400 1.81373 -0.60504 -0.112 0.292 -0.191 0.000
H 2.28731 -0.67712 0.05046 0.061 -0.066 -0.210 0.000
H -1.50773 -1.58047 -1.94169 -0.088 -0.065 0.063 0.020
H 3.24884 1.83717 -1.36179 -0.047 -0.015 0.080 0.000
H -0.60124 -2.28508 -0.52839 0.370 0.328 0.538 0.018
H -0.81518 0.13612 2.75394 0.239 0.387 0.124 0.003
C -1.09884 -0.48506 1.92472 -0.311 0.281 -0.141 0.080
H -0.47410 1.64811 -0.21301 -0.054 0.123 0.101 0.000
O 1.66067 -1.35370 -0.25320 -0.517 0.122 0.381 0.015
H 0.36781 2.40715 0.83293 -0.146 0.098 0.089 0.000
H 1.32010 -0.96478 -1.06317 0.405 0.114 -0.271 0.003
O 0.12436 2.39043 -0.09867 0.229 -0.035 -0.069 0.001
O 2.68971 1.30169 -0.78969 0.112 -0.336 0.052 0.000
C -1.30195 -1.53889 -0.87530 -0.100 -0.230 -0.608 0.469
H -3.05865 -0.44086 -0.61035 -0.058 0.100 0.162 0.014
```
Forces are in eV/Å.

---

# 2
DFT (ωB97M-V/def2-TZVPD) results for a 3-piece molecular cluster, C3H11NO3S overall.

- orbital gap (alpha / beta) (eV) = 1.9 / 8.8
- net charge = -1
- energy above the lowest of the compared OMol25 structures with the same formula, charge and spin (kcal per mole) = 23.7
- HOMO level (alpha / beta) (hartree) = 0.026 / -0.230
- 2S+1 = 2

Geometry as XYZ:
```
19
Properties=species:S:1:pos:R:3:forces:R:3:lowdin_spin:R:1
H -0.57292 -0.05988 -3.56167 0.306 0.154 -0.035 0.104
C 0.29700 0.31564 -0.12456 0.271 1.153 -2.022 0.054
H -2.00379 -0.42649 -3.39129 -0.147 -0.089 0.124 0.096
O -1.11961 -0.72050 -3.10696 -0.158 0.042 -0.048 0.291
C 1.41476 -1.80159 -0.73549 -1.568 0.842 0.993 0.039
H 0.78338 1.73641 2.98512 -0.181 -0.122 -0.082 0.002
S -1.73704 0.92333 1.69704 -0.235 -0.201 -0.339 0.148
H -1.73567 0.71949 -0.83643 -0.277 -0.819 0.421 0.045
H -0.27180 -1.63540 0.35659 0.082 -0.161 -0.147 0.003
H -0.89433 2.01982 -0.22033 0.050 0.011 0.305 0.039
O 1.56202 -2.98711 -0.52687 0.674 -0.033 -0.572 0.008
H 0.97603 0.81440 0.56124 0.149 -0.602 0.772 0.003
C -1.06810 0.95790 -0.00809 0.431 0.843 -0.186 0.088
H -1.03127 -0.14188 2.10470 -0.072 0.030 0.022 0.002
H 0.66562 0.68341 -1.09344 -0.074 0.055 -0.158 0.046
O 1.26167 0.93958 3.24103 0.257 0.039 0.119 0.006
H 1.09873 0.84470 4.18350 -0.025 0.012 0.012 0.000
N 0.34621 -1.10990 -0.24695 -0.183 -0.583 1.241 0.012
H 2.02909 -1.07193 -1.27714 0.700 -0.569 -0.419 0.013
```
Forces are in eV/Å.

---

> net charge of number 2 (C3H11NO3S)?

-1

---

Copy entry 1 word for word.
DFT (ωB97M-V/def2-TZVPD) results for a 4-piece molecular cluster, C3H11NO3 overall.

- orbital gap (alpha / beta) (eV) = 8.2 / 6.0
- net charge = +1
- energy above the lowest of the compared OMol25 structures with the same formula, charge and spin (kcal per mole) = 42.3
- HOMO level (alpha / beta) (hartree) = -0.534 / -0.534
- 2S+1 = 2

Geometry as XYZ:
```
18
Properties=species:S:1:pos:R:3:forces:R:3:lowdin_spin:R:1
H -0.75766 -1.50585 1.90177 -0.094 -0.544 0.247 0.007
N -1.86922 -0.02791 1.00625 0.657 -1.030 0.191 0.169
C -2.10824 -0.67467 -0.12978 -0.547 0.477 -0.539 0.201
H 1.89400 1.81373 -0.60504 -0.112 0.292 -0.191 0.000
H 2.28731 -0.67712 0.05046 0.061 -0.066 -0.210 0.000
H -1.50773 -1.58047 -1.94169 -0.088 -0.065 0.063 0.020
H 3.24884 1.83717 -1.36179 -0.047 -0.015 0.080 0.000
H -0.60124 -2.28508 -0.52839 0.370 0.328 0.538 0.018
H -0.81518 0.13612 2.75394 0.239 0.387 0.124 0.003
C -1.09884 -0.48506 1.92472 -0.311 0.281 -0.141 0.080
H -0.47410 1.64811 -0.21301 -0.054 0.123 0.101 0.000
O 1.66067 -1.35370 -0.25320 -0.517 0.122 0.381 0.015
H 0.36781 2.40715 0.83293 -0.146 0.098 0.089 0.000
H 1.32010 -0.96478 -1.06317 0.405 0.114 -0.271 0.003
O 0.12436 2.39043 -0.09867 0.229 -0.035 -0.069 0.001
O 2.68971 1.30169 -0.78969 0.112 -0.336 0.052 0.000
C -1.30195 -1.53889 -0.87530 -0.100 -0.230 -0.608 0.469
H -3.05865 -0.44086 -0.61035 -0.058 0.100 0.162 0.014
```
Forces are in eV/Å.